{
  "formula": "C24H29IN2ORe",
  "method": "the ωB97M-V functional and the def2-TZVPD basis",
  "species": ["Re", "C", "C", "C", "C", "C", "C", "C", "C", "C", "C", "C", "C", "H", "H", "H", "H", "H", "H", "H", "H", "H", "H", "H", "H", "H", "H", "H", "H", "H", "H", "C", "O", "H", "H", "H", "C", "C", "C", "C", "C", "C", "C", "C", "H", "H", "H", "H", "H", "I", "C", "C", "N", "N", "C", "H", "H", "H"],
  "coordinates": [[-0.71952, 0.25467, 0.23681], [-2.32959, 2.57519, 2.25844], [-1.44106, 1.36709, 2.26331], [-0.02656, 1.53049, 2.13683], [0.58351, 2.90679, 2.16808], [0.81073, 0.37657, 2.03384], [2.29536, 0.54087, 1.86970], [0.24458, -0.93141, 2.10456], [1.13045, -2.15036, 2.12841], [-1.16795, -1.07482, 2.18292], [-1.78189, -2.44539, 2.13523], [-2.01098, 0.07091, 2.31966], [-3.48881, -0.11317, 2.53807], [-2.51331, 2.90775, 3.28353], [-3.28625, 2.35749, 1.79249], [-1.87663, 3.39517, 1.70996], [0.69362, 3.32667, 1.16671], [1.56550, 2.87900, 2.63280], [-0.03119, 3.58594, 2.75216], [2.77764, 0.55719, 2.85049], [2.53621, 1.46623, 1.35567], [2.71587, -0.27887, 1.29498], [1.27623, -2.58044, 1.13576], [0.69726, -2.91929, 2.76427], [2.10897, -1.90892, 2.53286], [-1.88462, -2.84259, 3.14860], [-1.16528, -3.13930, 1.56961], [-2.77269, -2.42316, 1.68823], [-4.03131, -0.25532, 1.60097], [-3.91999, 0.74560, 3.04320], [-3.67340, -0.98595, 3.16099], [-1.83420, 2.04174, -1.94643], [-1.82388, 1.55167, -0.60370], [-0.81994, 2.08640, -2.34141], [-2.27946, 3.03423, -1.93749], [-2.44391, 1.38050, -2.56550], [0.80276, 0.25963, -0.94555], [1.80925, 0.25327, -1.67260], [2.92797, 0.25169, -2.51968], [4.13760, -0.33321, -2.09802], [5.23230, -0.31783, -2.93518], [5.13921, 0.27579, -4.19156], [3.94762, 0.85630, -4.61709], [2.84313, 0.84860, -3.79221], [4.20053, -0.78993, -1.11926], [6.16362, -0.76447, -2.61595], [6.00229, 0.28669, -4.84337], [3.88805, 1.31519, -5.59415], [1.91314, 1.29916, -4.11149], [-4.98646, -3.27227, -2.57734], [-3.18745, -2.51363, -1.92492], [-1.91963, -3.00797, -2.17827], [-1.04274, -2.20694, -1.55899], [-1.67312, -1.20641, -0.91351], [-2.98064, -1.38719, -1.13151], [-1.59475, -3.85444, -2.76080], [-0.03676, -2.18669, -1.63915], [-3.69945, -0.69451, -0.72401]],
  "lumo_ev": [-5.8, -8.2],
  "homo_energy_ev": [-13.950, -14.329],
  "orbital_gap_ev": [8.15, 6.14],
  "total_charge": 2,
  "s2": 3.8171,
  "multiplicity": 4
}


{
  "formula": "C4H11N2O",
  "method": "the ωB97M-V functional and the def2-TZVPD basis",
  "species": ["O", "C", "C", "C", "C", "N", "N", "H", "H", "H", "H", "H", "H", "H", "H", "H", "H", "H"],
  "coordinates": [[-1.78230, -0.00971, 0.02637], [-0.65315, 0.07145, -0.52723], [0.49205, 0.53916, 0.11575], [1.71905, 0.97769, -0.57176], [2.66507, -0.20067, -0.35954], [2.71715, -0.69881, 1.05854], [-5.10519, -0.59926, 0.09706], [-0.70059, -0.13220, -1.62466], [0.21292, 0.98516, 1.07039], [2.36996, 1.90736, -0.11934], [1.76704, 1.25460, -1.68221], [3.76674, -0.10651, -0.66334], [2.39643, -0.99928, -1.09190], [1.84613, -0.92806, 1.42153], [3.16685, -0.07998, 1.76191], [-5.24514, 0.09431, 0.76195], [-4.17003, -0.66911, -0.18968], [-5.46299, -1.40615, 0.51614]],
  "relative_energy_kcal_mol": 34.33,
  "lumo_ev": [0.8, -1.7],
  "homo_energy_ev": [-9.377, -9.379],
  "orbital_gap_ev": [10.21, 7.66],
  "total_charge": 0,
  "s2": 0.7722,
  "multiplicity": 2
}


{
  "formula": "C12H15B4F25O6Sn3",
  "method": "the ωB97M-V functional and the def2-TZVPD basis",
  "species": ["Sn", "Sn", "Sn", "B", "F", "F", "F", "F", "B", "F", "F", "F", "F", "B", "F", "F", "F", "F", "B", "F", "F", "F", "F", "C", "C", "O", "C", "O", "C", "F", "F", "F", "H", "H", "H", "H", "H", "C", "C", "O", "C", "O", "C", "F", "F", "F", "H", "H", "H", "H", "H", "C", "C", "O", "C", "O", "C", "F", "F", "F", "H", "H", "H", "H", "H"],
  "coordinates": [[-0.70672, 3.86061, 1.19384], [-2.42616, -0.55750, 3.10937], [-4.06473, 1.46746, -2.25708], [-4.72752, -0.35804, 0.28562], [-4.08560, 0.70099, 0.96059], [-3.86192, -0.89215, -0.69208], [-5.14427, -1.29753, 1.18881], [-5.81677, 0.22852, -0.42371], [-1.65414, 1.60458, 3.40986], [-2.64353, 2.02537, 2.49336], [-0.75585, 0.77284, 2.70579], [-0.95713, 2.71760, 3.85348], [-2.24119, 0.77824, 4.38193], [-1.18783, 1.12839, -0.37790], [-1.31651, 0.25236, 0.67578], [-2.05825, 2.24923, -0.27649], [0.11376, 1.64108, -0.30266], [-1.43111, 0.55213, -1.60657], [-2.48797, 5.18496, -1.08591], [-2.88352, 4.93826, 0.26899], [-3.22133, 6.19914, -1.61969], [-1.12210, 5.48021, -1.01236], [-2.75402, 4.01406, -1.86078], [3.49866, 0.84653, -2.94880], [2.86403, 1.67945, -1.87799], [2.82627, 3.04151, -2.36129], [2.06645, 3.94784, -1.84153], [1.41948, 3.80704, -0.82544], [2.12321, 5.24455, -2.68391], [0.88232, 5.64548, -2.93805], [2.79595, 6.18821, -2.03101], [2.73895, 5.03251, -3.84235], [3.01917, 1.00766, -3.91879], [3.41273, -0.23906, -2.86720], [4.56712, 1.02537, -3.05987], [3.46446, 1.65334, -0.96793], [1.84463, 1.40540, -1.61701], [2.70220, -0.64915, 3.25018], [1.88414, -0.75899, 1.95963], [2.36379, -1.84407, 1.17165], [3.27804, -1.57644, 0.24352], [3.69823, -0.49166, -0.02318], [3.69654, -2.84336, -0.54665], [5.02555, -2.87622, -0.55070], [3.17358, -3.96965, -0.07476], [3.27567, -2.73383, -1.81839], [2.17539, 0.01015, 3.93807], [3.74741, -0.38925, 3.09827], [2.75846, -1.65303, 3.68308], [2.05350, 0.17795, 1.42933], [0.83898, -0.90513, 2.22278], [-2.78696, -5.94702, 0.64401], [-1.47590, -5.49980, 1.24626], [-0.75795, -4.66615, 0.28345], [-1.06390, -3.42166, 0.14654], [-1.84569, -2.77889, 0.81928], [-0.36963, -2.77812, -1.08156], [0.20785, -1.61793, -0.76900], [0.57338, -3.59699, -1.53819], [-1.28359, -2.59472, -2.03471], [-3.34482, -6.41208, 1.46267], [-2.72658, -6.71641, -0.12460], [-3.41913, -5.16439, 0.22328], [-0.85672, -6.38172, 1.36842], [-1.61084, -4.89808, 2.14029]],
  "relative_energy_kcal_mol": 0.00,
  "lumo_ev": -9.2,
  "homo_energy_ev": -15.719,
  "orbital_gap_ev": 6.53,
  "total_charge": 2
}


{
  "formula": "C2H2N2O3",
  "method": "the ωB97M-V functional and the def2-TZVPD basis",
  "species": ["C", "C", "N", "N", "O", "O", "O", "H", "H"],
  "coordinates": [[-1.41407, -0.09922, -1.05489], [1.27555, 0.35588, 0.66243], [-2.33766, 0.03618, -0.41851], [2.37525, 0.08161, 0.27156], [0.23572, 0.46075, 1.17925], [-3.45016, 0.17854, 0.28055], [3.12033, 0.05635, -0.89069], [-3.70312, -0.47590, 0.88611], [3.89816, -0.59420, -0.91581]],
  "relative_energy_kcal_mol": 151.19,
  "lumo_ev": 0.4,
  "homo_energy_ev": -9.829,
  "orbital_gap_ev": 10.25,
  "total_charge": 0
}


{
  "formula": "C19H20AuN4O2",
  "method": "the ωB97M-V functional and the def2-TZVPD basis",
  "species": ["Au", "C", "C", "C", "C", "C", "C", "N", "C", "C", "C", "C", "C", "N", "C", "C", "C", "C", "C", "C", "N", "H", "H", "H", "H", "H", "H", "H", "H", "H", "H", "H", "H", "H", "H", "H", "N", "C", "C", "O", "O", "H", "H", "H", "H", "H"],
  "coordinates": [[0.52860, 0.42804, 0.14980], [-1.21743, -1.99015, 1.96485], [-0.09323, -2.47796, 1.10702], [0.17576, -3.84772, 1.07926], [1.16789, -4.36271, 0.27898], [1.86121, -3.49779, -0.56237], [1.56624, -2.15744, -0.52872], [0.63563, -1.64191, 0.34180], [2.14430, -1.20222, -1.48382], [3.11420, -1.44669, -2.43917], [3.52932, -0.40247, -3.25530], [2.99400, 0.87064, -3.11614], [2.02578, 1.08407, -2.15047], [1.62665, 0.03737, -1.40476], [1.32684, 2.34074, -1.84556], [1.52087, 3.49160, -2.56257], [0.72422, 4.60164, -2.28784], [-0.25721, 4.49091, -1.33697], [-0.42406, 3.31053, -0.60454], [-1.55561, 3.23915, 0.36441], [0.38970, 2.26599, -0.83748], [-1.87813, -2.82270, 2.19149], [-1.80136, -1.22055, 1.46602], [-0.83285, -1.59595, 2.90514], [-0.42487, -4.49827, 1.69938], [1.37930, -5.42387, 0.27006], [2.59958, -3.87996, -1.25145], [3.54955, -2.42904, -2.54798], [4.28955, -0.58164, -4.00481], [3.33326, 1.67905, -3.74675], [2.26572, 3.53327, -3.34352], [0.85974, 5.52198, -2.84012], [-0.92907, 5.31485, -1.13686], [-1.56777, 4.13591, 0.98433], [-1.52772, 2.36332, 0.99633], [-2.49263, 3.22455, -0.19736], [-0.86306, 1.69152, 4.66114], [0.49800, 2.00872, 4.08216], [0.64975, 1.58963, 2.63925], [-0.32824, 0.90730, 2.06068], [1.65737, 1.85646, 2.02508], [-0.83945, 1.66824, 5.68669], [-1.20322, 0.78754, 4.31953], [-1.56427, 2.38671, 4.38686], [1.24594, 1.48485, 4.67744], [0.66443, 3.08034, 4.17825]],
  "relative_energy_kcal_mol": 0.00,
  "lumo_ev": -11.1,
  "homo_energy_ev": -18.086,
  "orbital_gap_ev": 6.99,
  "total_charge": 3
}


{
  "formula": "C44H61NO3P2PdS2Si",
  "method": "the ωB97M-V functional and the def2-TZVPD basis",
  "species": ["Pd", "C", "Si", "C", "C", "C", "C", "C", "C", "P", "C", "C", "C", "C", "C", "C", "C", "C", "C", "C", "C", "C", "C", "C", "C", "C", "C", "C", "P", "C", "C", "C", "C", "C", "C", "C", "C", "C", "C", "C", "C", "H", "H", "H", "H", "H", "H", "H", "H", "H", "H", "H", "H", "H", "H", "H", "H", "H", "H", "H", "H", "H", "H", "H", "H", "H", "H", "H", "H", "H", "H", "H", "H", "H", "H", "H", "H", "H", "H", "H", "H", "H", "H", "H", "H", "H", "H", "H", "H", "H", "H", "H", "H", "H", "H", "H", "O", "S", "O", "N", "C", "S", "C", "C", "C", "C", "C", "C", "H", "H", "H", "H", "O", "H", "H"],
  "coordinates": [[0.80028, 0.23391, 0.79667], [0.32567, -1.62016, -2.95873], [0.83556, -1.15719, -1.14031], [2.62745, -0.54405, -1.69251], [3.58001, -1.39331, -2.27009], [4.78751, -0.92592, -2.77704], [5.05895, 0.43771, -2.75807], [4.13902, 1.30656, -2.18033], [2.95427, 0.82994, -1.61029], [1.85185, 1.89875, -0.55775], [3.04413, 3.16853, 0.14067], [2.57183, 3.58829, 1.54056], [3.63383, 4.42286, 2.25795], [4.02599, 5.65018, 1.43247], [4.44347, 5.25365, 0.01721], [3.34803, 4.43439, -0.67168], [0.89025, 2.88400, -1.79015], [-0.08282, 3.83674, -1.03611], [-1.49049, 3.83728, -1.63195], [-1.42335, 3.97129, -3.15026], [-0.66751, 2.77755, -3.78223], [0.12185, 1.97053, -2.74580], [1.12381, -2.94493, -0.41882], [1.13413, -4.10337, -1.21826], [1.02826, -5.38330, -0.68450], [0.89059, -5.54427, 0.68874], [0.90948, -4.41881, 1.50186], [1.04905, -3.13095, 0.97633], [1.12628, -1.64222, 2.10880], [-0.16346, -2.09057, 3.36690], [-0.43519, -0.91371, 4.31816], [-1.30808, -1.36997, 5.49771], [-2.30265, -2.46000, 5.06218], [-2.70585, -2.25155, 3.60317], [-1.49399, -2.44203, 2.66910], [2.79576, -1.98830, 2.93517], [3.16297, -0.90915, 3.97811], [2.85343, -1.29784, 5.43239], [3.45594, -2.64710, 5.80313], [2.89039, -3.71934, 4.87992], [3.23324, -3.38383, 3.43000], [1.15247, -2.03536, -3.55091], [-0.03422, -0.72309, -3.47140], [-0.49828, -2.34630, -2.96221], [3.36752, -2.45954, -2.32055], [5.51159, -1.62001, -3.19172], [5.98646, 0.82084, -3.16973], [4.37488, 2.36344, -2.14294], [3.97027, 2.59983, 0.27791], [2.31855, 2.69758, 2.11625], [1.64386, 4.17481, 1.46326], [4.51886, 3.79990, 2.43407], [3.25205, 4.73989, 3.23208], [4.83094, 6.20700, 1.92255], [3.16092, 6.32230, 1.37476], [5.35323, 4.64217, 0.06989], [4.68792, 6.14333, -0.57252], [3.64753, 4.20934, -1.69735], [2.44343, 5.04891, -0.73459], [1.60675, 3.46486, -2.38071], [0.30810, 4.85969, -1.06806], [-0.15476, 3.56787, 0.01810], [-2.06865, 4.65266, -1.19201], [-2.00250, 2.90967, -1.35824], [-0.90400, 4.90707, -3.38796], [-2.42623, 4.05776, -3.57753], [0.02453, 3.14230, -4.54870], [-1.36986, 2.11207, -4.29227], [0.81462, 1.29951, -3.25580], [-0.54645, 1.33193, -2.16202], [1.19504, -3.99832, -2.29806], [1.02707, -6.24942, -1.33861], [0.76576, -6.53012, 1.12305], [0.78704, -4.55220, 2.57289], [0.19641, -2.93732, 3.96156], [-0.94062, -0.13748, 3.74581], [0.48212, -0.44738, 4.67109], [-1.85873, -0.50917, 5.89016], [-0.68186, -1.74100, 6.31730], [-3.17924, -2.46287, 5.71690], [-1.83967, -3.44863, 5.15837], [-3.11218, -1.24172, 3.48014], [-3.50265, -2.94497, 3.32301], [-1.60165, -1.79488, 1.79333], [-1.46676, -3.46855, 2.29936], [3.41244, -1.78296, 2.06076], [2.65906, 0.02479, 3.71851], [4.23460, -0.69902, 3.89452], [1.77417, -1.36262, 5.59069], [3.22169, -0.51302, 6.09996], [3.27158, -2.88634, 6.85510], [4.54476, -2.60618, 5.66507], [1.80418, -3.77306, 5.01629], [3.29147, -4.70464, 5.13685], [2.87476, -4.15870, 2.75880], [4.33039, -3.41172, 3.35302], [-0.28297, 5.74881, 3.77695], [-1.44256, 5.24412, 3.08770], [-2.27925, 6.21548, 2.42732], [-1.06464, 4.01751, 2.11012], [-1.63852, 2.86981, 2.45619], [-1.49743, 1.38607, 1.70190], [-2.48615, 3.01861, 3.71819], [-3.22812, 2.05817, 4.37759], [-3.91192, 2.42351, 5.53250], [-3.85172, 3.72975, 6.01645], [-3.10867, 4.69559, 5.34938], [-2.43875, 4.30208, 4.20248], [-3.25866, 1.05006, 3.98164], [-4.49571, 1.68137, 6.06467], [-4.38873, 3.99255, 6.92040], [-3.04819, 5.71438, 5.71151], [3.99903, 0.34266, 1.28785], [3.00147, 0.33530, 1.23915], [4.22744, -0.07130, 0.44471]],
  "relative_energy_kcal_mol": 0.00,
  "lumo_ev": 4.3,
  "homo_energy_ev": 0.054,
  "orbital_gap_ev": 4.24,
  "total_charge": -2
}